Entry from the OMol25 dataset: 2 unconnected molecules or ions with the total composition C6H6O at a distorted geometry (wB97M-V/def2-TZVPD).

XYZ file:
```
13
Properties=species:S:1:pos:R:3
C -1.03 -0.02 -0.06
C -0.46 1.15 -0.16
C 1.04 1.16 -0.11
C 1.77 -0.04 -0.05
C 1.04 -1.28 -0.12
C -0.39 -1.19 -0.14
H -2.90 -0.36 0.76
H -0.96 2.52 0.18
H 1.35 2.22 -0.05
H 2.86 0.06 -0.07
H 1.38 -2.07 0.14
H -1.22 -2.13 -0.11
O -2.48 -0.01 -0.20
```

**Lowest unoccupied orbital energy**: 0.8174 eV
**DFT total energy**: -8362.05118 eV
**Gap between HOMO and LUMO**: 10.11 eV
**Relative energy (zero: lowest compared OMol25 entry of this formula, charge and spin)**: 429.8 kJ/mol

=====

Entry from the OMol25 dataset: 2 unconnected molecules or ions with the total composition C5H15NO at a distorted geometry (wB97M-V/def2-TZVPD).

XYZ file:
```
22
Properties=species:S:1:pos:R:3
C 0.84 -0.56 1.91
C 0.59 0.93 1.68
N -0.57 1.17 0.83
C -0.60 2.52 0.26
H 1.15 -1.07 1.00
H 1.64 -0.71 2.64
H -0.04 -1.05 2.33
H 0.57 1.45 2.65
H 1.46 1.35 1.17
H -1.44 0.96 1.31
H -0.76 3.27 1.03
H -1.40 2.57 -0.47
H 0.34 2.70 -0.26
C 0.28 -2.12 -2.44
C -0.64 -1.41 -1.47
O -0.25 -0.08 -1.34
H -0.02 -3.15 -2.64
H 1.30 -2.13 -2.04
H 0.30 -1.59 -3.39
H -1.68 -1.46 -1.84
H -0.59 -1.93 -0.50
H -0.47 0.33 -0.42
```

**Lowest unoccupied orbital energy**: 0.9841 eV
**DFT total energy**: -8965.32765 eV
**Gap between HOMO and LUMO**: 10.02 eV
**Relative energy (zero: lowest compared OMol25 entry of this formula, charge and spin)**: 99.5 kJ/mol

=====

Entry from the OMol25 dataset: a molecular structure, C18H27BrN11O2STl (wB97M-V/def2-TZVPD).

XYZ file:
```
61
Properties=species:S:1:pos:R:3
Tl 0.56 0.43 -0.26
N 1.98 -1.61 -0.75
C 3.39 -1.53 -0.35
C 3.83 -0.07 -0.29
N 2.93 0.71 0.56
C 3.02 0.46 2.00
C 1.93 -0.48 2.51
N 0.61 -0.02 2.08
H 1.90 -1.88 -1.72
H 1.44 -2.29 -0.22
H 3.51 -2.00 0.63
H 4.04 -2.08 -1.03
H 4.86 -0.01 0.06
H 3.79 0.36 -1.29
H 3.05 1.69 0.35
H 4.00 0.05 2.26
H 2.93 1.42 2.53
H 2.07 -1.49 2.14
H 1.99 -0.53 3.60
H -0.09 -0.76 2.12
H 0.28 0.77 2.62
N -3.78 1.72 -0.08
C -2.84 0.92 -0.55
N -1.65 1.37 -0.16
C -1.96 2.49 0.57
N -3.25 2.73 0.63
C -1.00 3.41 1.21
C -1.45 4.59 1.80
N -0.62 5.46 2.35
C 0.67 5.16 2.30
C 1.13 3.98 1.73
N 0.29 3.10 1.19
H -4.79 1.66 -0.20
H -3.02 0.03 -1.14
H -2.51 4.82 1.83
H 1.36 5.88 2.73
H 2.18 3.77 1.70
N 0.06 -0.14 -3.01
N -0.04 1.06 -3.71
C 0.53 2.20 -3.28
N 0.47 3.24 -4.11
S 1.29 2.43 -1.77
H 0.64 -0.79 -3.54
H -0.86 -0.59 -2.85
H -0.50 1.05 -4.61
H 0.09 3.17 -5.04
H 0.86 4.13 -3.83
Br -3.80 -7.39 1.30
C -3.09 -5.75 0.73
C -2.22 -5.05 1.57
C -1.70 -3.85 1.14
C -2.03 -3.33 -0.11
C -2.91 -4.04 -0.93
C -3.43 -5.25 -0.52
C -1.48 -2.04 -0.59
O -1.80 -1.59 -1.69
O -0.61 -1.46 0.17
H -1.96 -5.46 2.53
H -1.02 -3.30 1.78
H -3.16 -3.64 -1.91
H -4.11 -5.81 -1.15
```

**Lowest unoccupied orbital energy**: -6.3437 eV
**Net charge**: +2
**DFT total energy**: -125149.03055 eV
**Gap between HOMO and LUMO**: 6.74 eV
**Relative energy (zero: lowest compared OMol25 entry of this formula, charge and spin)**: 0.0 kJ/mol

=====

Entry from the OMol25 dataset: a molecular structure, C28H42NO2PdSi at a distorted geometry (wB97M-V/def2-TZVPD).

XYZ file:
```
75
Properties=species:S:1:pos:R:3
O -0.81 3.21 -3.03
C -1.56 2.88 -4.26
C -1.32 4.24 -4.91
H -2.63 2.69 -4.07
H -1.09 2.04 -4.80
C -0.57 4.54 -3.59
H -2.24 4.80 -5.11
H -0.68 4.16 -5.80
C -1.23 5.58 -2.70
H -2.23 5.25 -2.38
H -1.31 6.55 -3.21
H -0.61 5.71 -1.81
C 0.90 4.82 -3.83
H 1.37 4.00 -4.37
H 1.41 4.97 -2.87
H 1.00 5.74 -4.42
Pd 0.55 0.57 1.32
C 3.89 -1.96 1.32
C 2.85 -2.80 0.82
C 2.24 -2.14 -0.29
H 2.56 -3.77 1.23
C 2.87 -0.87 -0.44
C 3.90 -0.76 0.54
H 4.60 0.07 0.64
H 4.54 -2.17 2.16
H 1.48 -2.57 -0.94
H 2.63 -0.12 -1.22
C 0.76 1.48 3.17
C 1.78 1.93 2.29
C 1.15 2.53 1.16
H 2.85 1.83 2.47
C -0.26 2.44 1.33
C -0.52 1.78 2.58
H -1.49 1.55 3.00
H 0.89 1.00 4.14
H 1.67 2.96 0.31
H -1.02 2.80 0.62
O -2.20 0.66 -2.93
C -0.95 0.74 -2.19
C 0.14 0.15 -3.08
H -1.00 0.13 -1.26
H -0.74 1.76 -1.90
C -0.63 -0.95 -3.83
H 1.01 -0.23 -2.52
H 0.49 0.92 -3.79
C -2.12 -0.58 -3.65
H -0.41 -1.93 -3.39
H -0.38 -0.99 -4.89
H -2.63 -1.36 -3.07
H -2.64 -0.47 -4.60
C -2.28 -1.28 0.60
Si -1.84 -2.41 2.04
C -3.21 -2.45 3.31
C -1.42 -4.03 1.15
N -0.37 -1.91 2.87
C 0.40 -2.54 3.74
C 1.63 -1.94 4.18
C 2.56 -2.65 4.93
C 2.30 -3.98 5.30
C 1.07 -4.58 4.97
C 0.11 -3.86 4.27
H -2.44 -0.23 0.88
H -3.22 -1.65 0.15
H -1.52 -1.33 -0.19
H -4.21 -2.49 2.85
H -3.11 -3.30 3.99
H -3.15 -1.53 3.92
H -0.71 -3.83 0.35
H -0.95 -4.75 1.83
H -2.32 -4.48 0.72
H 1.86 -0.92 3.84
H 3.52 -2.18 5.21
H 3.04 -4.56 5.85
H 0.86 -5.62 5.25
H -0.86 -4.31 4.04
```

**Lowest unoccupied orbital energy (alpha / beta)**: 2.1548 / 1.5024 eV
**2S+1**: 3
**Net charge**: -1
**DFT total energy**: -46655.23875 eV
**Gap between HOMO and LUMO (alpha / beta)**: 5.20 / 4.49 eV
**Relative energy (zero: lowest compared OMol25 entry of this formula, charge and spin)**: 186.7 kJ/mol

=====

Entry from the OMol25 dataset: a molecular structure, C24H31AsBaF6N4O5SSi (wB97M-V/def2-TZVPD).

XYZ file:
```
74
Properties=species:S:1:pos:R:3
Ba 0.95 0.22 0.00
F 2.66 1.92 -1.08
As 4.04 1.85 0.03
F 5.28 1.71 1.20
F 4.27 3.54 -0.14
F 2.85 2.13 1.31
F 5.08 1.50 -1.27
F 3.64 0.13 0.20
C 1.46 4.65 -2.56
C 0.55 5.86 -2.61
C -0.30 5.84 -3.87
C 1.36 7.15 -2.52
O -0.39 5.84 -1.52
Si -0.22 5.46 0.05
S -0.32 3.34 0.39
O 1.23 5.92 0.58
C 1.79 6.19 1.88
C 1.23 7.52 2.37
C 1.44 5.07 2.84
C 3.29 6.27 1.67
O -1.42 6.15 0.89
C -2.84 6.20 0.63
C -3.52 6.24 1.99
C -3.11 7.48 -0.16
C -3.28 4.98 -0.16
H 2.15 4.66 -3.41
H 0.88 3.73 -2.60
H 2.06 4.64 -1.65
H 0.33 5.88 -4.76
H -0.97 6.70 -3.89
H -0.90 4.93 -3.91
H 2.03 7.23 -3.38
H 1.95 7.16 -1.61
H 0.69 8.01 -2.52
H 0.15 7.46 2.49
H 1.46 8.31 1.65
H 1.68 7.79 3.33
H 0.36 4.99 2.97
H 1.89 5.26 3.82
H 1.82 4.11 2.47
H 3.53 7.06 0.96
H 3.67 5.33 1.28
H 3.79 6.48 2.62
H -3.17 7.09 2.56
H -3.30 5.32 2.54
H -4.60 6.31 1.87
H -2.77 8.35 0.41
H -4.18 7.59 -0.35
H -2.58 7.45 -1.11
H -3.06 4.06 0.39
H -2.78 4.95 -1.14
H -4.36 5.00 -0.33
N -1.57 -0.01 1.08
C -2.68 0.13 1.39
C -4.00 0.30 1.76
C -4.52 1.62 1.88
N -4.93 2.69 1.98
C -4.83 -0.81 2.02
N -5.51 -1.72 2.24
O 1.65 -1.18 -2.29
C 2.09 -2.06 -1.53
N 1.59 -2.30 -0.29
C 2.42 -3.21 0.35
O 2.32 -3.59 1.49
C 3.49 -3.65 -0.63
C 4.53 -4.54 -0.51
C 5.38 -4.69 -1.61
C 5.17 -3.96 -2.78
C 4.11 -3.06 -2.89
C 3.28 -2.93 -1.79
H 4.69 -5.08 0.41
H 6.21 -5.37 -1.56
H 5.84 -4.09 -3.61
H 3.95 -2.48 -3.79
```

**Lowest unoccupied orbital energy (alpha / beta)**: 2.1157 / -0.6780 eV
**2S+1**: 2
**Net charge**: -1
**DFT total energy**: -138153.51498 eV
**Gap between HOMO and LUMO (alpha / beta)**: 7.81 / 5.02 eV
**Relative energy (zero: lowest compared OMol25 entry of this formula, charge and spin)**: 32.4 kJ/mol

=====

Entry from the OMol25 dataset: a molecular structure, C2HFO2Y at a distorted geometry (wB97M-V/def2-TZVPD).

XYZ file:
```
7
Properties=species:S:1:pos:R:3
C 1.03 -1.18 0.33
H 2.09 -0.88 0.41
F 1.02 -2.35 1.12
O 0.20 -0.41 -0.90
C 0.39 0.65 -0.22
O 0.73 1.36 0.76
Y -1.88 0.86 0.71
```

**Lowest unoccupied orbital energy (alpha / beta)**: -6.3755 / -6.3463 eV
**Net charge**: +1
**DFT total energy**: -9927.27516 eV
**Gap between HOMO and LUMO (alpha / beta)**: 4.86 / 4.89 eV
**Relative energy (zero: lowest compared OMol25 entry of this formula, charge and spin)**: 754.5 kJ/mol

=====

Entry from the OMol25 dataset: a single C3H3N3O2 molecule at a distorted geometry (wB97M-V/def2-TZVPD).

XYZ file:
```
11
Properties=species:S:1:pos:R:3
C 1.62 1.07 1.61
C 1.58 1.46 0.34
O 0.59 1.19 -0.61
C -0.15 0.07 -0.48
N -0.59 -0.34 0.73
N -1.39 -1.35 0.53
O -1.35 -1.52 -0.81
N -0.57 -0.71 -1.51
H 0.78 0.42 1.97
H 2.47 1.32 2.37
H 2.33 2.08 -0.13
```

**Lowest unoccupied orbital energy**: -0.2048 eV
**DFT total energy**: -11720.23327 eV
**Gap between HOMO and LUMO**: 9.84 eV
**Relative energy (zero: lowest compared OMol25 entry of this formula, charge and spin)**: 552.3 kJ/mol

=====

Entry from the OMol25 dataset: a single C2H3NO2 molecule (wB97M-V/def2-TZVPD).

XYZ file:
```
8
Properties=species:S:1:pos:R:3
O 2.11 -0.52 -0.83
C 0.99 -0.58 -0.40
N 0.20 0.52 -0.05
C -1.08 0.27 0.43
O -1.52 -0.85 0.57
H 0.40 -1.49 -0.23
H 0.55 1.47 -0.14
H -1.67 1.17 0.65
```

**Lowest unoccupied orbital energy**: 0.6961 eV
**DFT total energy**: -7707.76684 eV
**Gap between HOMO and LUMO**: 10.97 eV
**Relative energy (zero: lowest compared OMol25 entry of this formula, charge and spin)**: 7.3 kJ/mol